ORCA calculation (the ωB97M-V functional and the def2-TZVPD basis) on a cluster of 5 separate species, C34H71F3INO13P2 in total.

Summary:
HOMO: -8.5 eV
molar mass: 947.78 g/mol
SMILES: CCC[C@]1(OCC)[N@@H+](C(F)(F)F)[C@@H](CCCI)[C@H](CCOC(C)=O)O[C@@]1(PP(=O)(O)O)C(=O)[O-].CCOCC.CCOCC.CCOCC.CCOCC
E_LUMO: 0.245 eV
strongest force on any atom: 1.6 eV Å⁻¹

Each line ends with the Löwdin charge.
Atoms and positions in Å:
C (-3.09, -1.23, 2.09)  -0.10
C (-2.63, 0.18, 2.44)  -0.20
C (-1.30, 0.78, 1.93)  -0.13
C (0.00, -0.02, 1.78)  -0.33
O (-0.17, -1.34, 1.38)  -0.06
C (-0.74, -1.64, 0.09)  -0.18
C (0.23, -2.28, -0.89)  -0.04
N (0.77, -0.24, 3.12)  0.17
C (-0.03, -0.54, 4.33)  -0.60
F (-0.92, -1.47, 4.11)  0.24
F (0.80, -0.95, 5.29)  0.20
F (-0.60, 0.58, 4.74)  0.20
C (1.99, -1.14, 2.94)  -0.13
C (1.74, -2.64, 3.12)  -0.11
C (2.40, -3.33, 4.33)  -0.32
C (3.90, -3.11, 4.47)  -0.65
I (4.58, -4.14, 6.22)  0.77
C (2.62, -0.85, 1.57)  -0.24
C (4.15, -1.05, 1.64)  -0.05
C (4.89, 0.01, 0.82)  -0.14
O (6.21, -0.50, 0.54)  -0.01
C (7.04, -0.59, 1.60)  -0.56
C (7.49, 0.69, 2.24)  0.03
O (7.43, -1.65, 1.97)  0.13
O (2.37, 0.49, 1.23)  -0.14
C (1.01, 0.85, 0.99)  -0.43
P (0.93, 2.68, 1.49)  1.02
P (3.05, 3.24, 1.45)  0.26
O (3.79, 2.73, 2.61)  -0.32
O (3.66, 2.88, 0.05)  -0.11
O (3.00, 4.84, 1.41)  -0.16
C (0.75, 0.91, -0.58)  -0.75
O (1.70, 0.52, -1.25)  0.03
O (-0.33, 1.40, -0.90)  -0.03
H (-3.46, -1.28, 1.06)  0.08
H (-3.93, -1.48, 2.73)  0.08
H (-2.34, -2.00, 2.21)  0.05
H (-2.68, 0.29, 3.52)  0.09
H (-3.40, 0.87, 2.08)  0.11
H (-1.10, 1.61, 2.61)  0.07
H (-1.44, 1.26, 0.96)  0.11
H (-1.23, -0.77, -0.36)  0.12
H (-1.54, -2.36, 0.25)  0.11
H (1.22, -1.86, -0.85)  0.06
H (-0.21, -2.18, -1.88)  0.10
H (0.31, -3.34, -0.63)  0.06
H (1.14, 0.70, 3.32)  0.16
H (2.71, -0.81, 3.68)  0.15
H (2.09, -3.15, 2.22)  0.13
H (0.68, -2.88, 3.16)  0.12
H (1.92, -3.08, 5.27)  0.08
H (2.24, -4.40, 4.19)  0.10
H (4.46, -3.53, 3.64)  0.05
H (4.16, -2.08, 4.65)  0.03
H (2.25, -1.55, 0.82)  0.14
H (4.39, -2.00, 1.17)  0.11
H (4.52, -1.01, 2.66)  0.11
H (4.96, 0.93, 1.39)  0.08
H (4.41, 0.18, -0.13)  0.13
H (6.75, 1.48, 2.21)  0.08
H (7.72, 0.47, 3.28)  0.09
H (8.40, 1.04, 1.76)  0.10
H (0.75, 2.65, 2.90)  -0.06
H (3.22, 3.35, -0.68)  0.10
H (2.66, 5.14, 2.26)  0.08
C (-2.63, -3.06, -4.84)  -0.08
C (-3.34, -3.26, -3.51)  -0.28
O (-3.34, -2.11, -2.69)  -0.17
C (-3.97, -0.95, -3.22)  -0.27
C (-5.44, -1.13, -3.55)  -0.08
H (-1.60, -2.74, -4.68)  0.08
H (-2.62, -4.00, -5.40)  0.08
H (-3.12, -2.31, -5.46)  0.07
H (-2.82, -4.02, -2.94)  0.11
H (-4.36, -3.62, -3.67)  0.11
H (-3.41, -0.58, -4.09)  0.11
H (-3.86, -0.19, -2.44)  0.12
H (-5.61, -1.88, -4.33)  0.07
H (-5.85, -0.18, -3.90)  0.07
H (-5.99, -1.45, -2.66)  0.08
C (-6.96, 3.41, 0.95)  -0.08
C (-6.09, 2.86, -0.17)  -0.28
O (-6.50, 1.59, -0.65)  -0.17
C (-7.81, 1.52, -1.19)  -0.28
C (-8.04, 2.43, -2.38)  -0.08
H (-6.98, 2.71, 1.79)  0.08
H (-6.55, 4.36, 1.30)  0.08
H (-7.98, 3.58, 0.63)  0.07
H (-5.07, 2.71, 0.19)  0.11
H (-6.03, 3.58, -1.00)  0.11
H (-8.56, 1.70, -0.42)  0.11
H (-7.93, 0.48, -1.51)  0.11
H (-7.94, 3.49, -2.12)  0.07
H (-9.05, 2.28, -2.78)  0.08
H (-7.32, 2.22, -3.17)  0.07
C (2.31, -5.88, -2.43)  -0.07
C (1.99, -4.48, -1.93)  -0.30
O (2.63, -4.14, -0.71)  -0.18
C (4.05, -4.15, -0.72)  -0.27
C (4.67, -3.20, -1.73)  -0.06
H (2.06, -6.62, -1.68)  0.08
H (1.75, -6.08, -3.34)  0.08
H (3.37, -5.99, -2.66)  0.07
H (0.92, -4.41, -1.71)  0.09
H (2.20, -3.73, -2.70)  0.12
H (4.43, -5.17, -0.87)  0.11
H (4.34, -3.85, 0.28)  0.10
H (4.43, -3.46, -2.76)  0.07
H (5.75, -3.21, -1.63)  0.08
H (4.32, -2.18, -1.55)  0.08
C (0.95, 4.71, -3.61)  -0.07
C (0.50, 4.42, -2.19)  -0.28
O (0.82, 5.45, -1.26)  -0.18
C (0.26, 6.72, -1.52)  -0.29
C (-1.26, 6.73, -1.53)  -0.08
H (2.03, 4.90, -3.64)  0.08
H (0.72, 3.86, -4.25)  0.08
H (0.45, 5.59, -4.03)  0.06
H (1.01, 3.53, -1.82)  0.09
H (-0.57, 4.19, -2.15)  0.11
H (0.65, 7.14, -2.45)  0.11
H (0.62, 7.36, -0.71)  0.12
H (-1.67, 6.11, -2.33)  0.07
H (-1.63, 7.75, -1.68)  0.07
H (-1.65, 6.35, -0.58)  0.08

ORCA calculation (the ωB97M-V functional and the def2-TZVPD basis) on a cluster of 8 separate species, C34H71FO31S7Si in total.

Summary:
HOMO: -9.3 eV
molar mass: 1247.46 g/mol
SMILES: CCOCC[Si@](CCF)(CCCCO)CCCCCCCCCOC.O=S1(=O)OCCO1.O=S1(=O)OCCO1.O=S1(=O)OCCO1.O=S1(=O)OCCO1.O=S1(=O)OCCO1.O=S1(=O)OCCO1.O=S1(=O)OCCO1
E_LUMO: -0.175 eV
strongest force on any atom: 1.8 eV Å⁻¹

Each line ends with the Löwdin charge.
Atoms and positions in Å:
C (4.75, 1.99, -0.83)  -0.07
C (3.43, 2.06, -0.03)  -0.27
O (2.30, 1.58, -0.74)  -0.16
C (2.47, 0.25, -1.19)  -0.26
C (2.81, -0.75, -0.05)  -0.19
Si (1.92, -2.44, -0.05)  0.65
C (1.72, -2.92, 1.78)  -0.21
C (0.95, -1.79, 2.47)  -0.26
F (0.17, -2.26, 3.55)  -0.09
C (2.98, -3.74, -0.93)  -0.25
C (3.76, -3.19, -2.15)  -0.26
C (2.87, -2.76, -3.33)  -0.19
C (3.66, -2.12, -4.48)  -0.27
O (4.18, -3.14, -5.33)  -0.07
C (0.19, -2.38, -0.81)  -0.23
C (-0.90, -3.18, -0.02)  -0.25
C (-2.18, -3.46, -0.84)  -0.19
C (-3.46, -2.77, -0.31)  -0.21
C (-3.44, -1.21, -0.29)  -0.20
C (-3.94, -0.56, -1.60)  -0.20
C (-3.15, 0.69, -2.06)  -0.20
C (-2.60, 1.56, -0.91)  -0.19
C (-1.99, 2.89, -1.40)  -0.23
O (-2.95, 3.73, -2.02)  -0.19
C (-3.70, 4.50, -1.10)  -0.09
H (5.49, 2.68, -0.40)  0.08
H (4.55, 2.26, -1.88)  0.08
H (5.17, 0.97, -0.82)  0.07
H (3.53, 1.54, 0.94)  0.10
H (3.20, 3.12, 0.20)  0.11
H (3.25, 0.20, -1.97)  0.11
H (1.52, 0.00, -1.70)  0.10
H (3.90, -0.98, -0.10)  0.08
H (2.64, -0.28, 0.93)  0.06
H (1.19, -3.88, 1.87)  0.06
H (2.70, -3.06, 2.26)  0.09
H (0.26, -1.28, 1.78)  0.10
H (1.64, -1.03, 2.86)  0.10
H (2.29, -4.54, -1.26)  0.09
H (3.68, -4.20, -0.21)  0.08
H (4.47, -3.96, -2.52)  0.12
H (4.39, -2.33, -1.85)  0.09
H (2.10, -2.03, -3.00)  0.09
H (2.32, -3.64, -3.72)  0.13
H (3.04, -1.42, -5.05)  0.12
H (4.51, -1.54, -4.05)  0.11
H (4.20, -2.80, -6.22)  0.02
H (0.27, -2.85, -1.81)  0.08
H (-0.15, -1.34, -0.98)  0.07
H (-0.45, -4.13, 0.28)  0.07
H (-1.19, -2.64, 0.90)  0.10
H (-1.99, -3.18, -1.89)  0.11
H (-2.39, -4.54, -0.84)  0.11
H (-4.30, -3.10, -0.95)  0.10
H (-3.66, -3.15, 0.71)  0.09
H (-4.07, -0.88, 0.56)  0.11
H (-2.41, -0.86, -0.07)  0.08
H (-5.01, -0.29, -1.50)  0.11
H (-3.90, -1.32, -2.40)  0.11
H (-2.34, 0.41, -2.75)  0.11
H (-3.84, 1.33, -2.65)  0.11
H (-3.40, 1.78, -0.18)  0.11
H (-1.80, 1.03, -0.36)  0.10
H (-1.50, 3.40, -0.54)  0.11
H (-1.20, 2.69, -2.14)  0.13
H (-4.64, 4.80, -1.60)  0.09
H (-3.97, 3.91, -0.20)  0.09
H (-3.16, 5.40, -0.77)  0.06
O (-5.12, -5.42, 0.02)  -0.22
S (-5.38, -6.37, 1.05)  0.60
O (-5.43, -7.76, 0.76)  -0.21
O (-6.69, -5.92, 1.84)  -0.19
C (-6.42, -5.77, 3.24)  -0.15
C (-4.96, -5.35, 3.28)  -0.16
O (-4.35, -6.15, 2.26)  -0.22
H (-6.58, -6.72, 3.74)  0.14
H (-7.09, -5.01, 3.64)  0.14
H (-4.47, -5.57, 4.23)  0.14
H (-4.83, -4.29, 3.03)  0.13
O (-2.13, 6.88, 0.86)  -0.23
S (-1.00, 7.12, 0.04)  0.59
O (-1.13, 7.83, -1.18)  -0.22
O (-0.25, 5.73, -0.20)  -0.18
C (1.12, 5.81, 0.22)  -0.16
C (1.09, 6.81, 1.35)  -0.13
O (0.16, 7.81, 0.90)  -0.18
H (1.73, 6.17, -0.61)  0.09
H (1.45, 4.83, 0.53)  0.11
H (2.06, 7.29, 1.53)  0.14
H (0.72, 6.37, 2.28)  0.13
O (0.67, 3.69, 2.25)  -0.22
S (0.41, 2.39, 2.78)  0.61
O (1.13, 1.28, 2.26)  -0.22
O (-1.15, 2.12, 2.71)  -0.17
C (-1.66, 1.76, 4.01)  -0.13
C (-0.76, 2.51, 4.96)  -0.14
O (0.55, 2.39, 4.37)  -0.18
H (-1.57, 0.68, 4.14)  0.14
H (-2.70, 2.06, 4.08)  0.10
H (-0.72, 2.07, 5.96)  0.14
H (-1.02, 3.57, 5.03)  0.14
O (0.02, -8.87, 4.22)  -0.22
S (-1.07, -7.97, 4.11)  0.60
O (-2.38, -8.35, 4.52)  -0.22
O (-1.10, -7.41, 2.61)  -0.18
C (-1.04, -5.98, 2.60)  -0.15
C (-0.25, -5.63, 3.85)  -0.16
O (-0.72, -6.58, 4.82)  -0.19
H (-2.06, -5.59, 2.64)  0.11
H (-0.55, -5.64, 1.70)  0.11
H (-0.44, -4.63, 4.22)  0.12
H (0.82, -5.77, 3.70)  0.13
O (4.23, -1.64, -7.87)  -0.23
S (5.36, -1.47, -8.73)  0.61
O (5.50, -2.26, -9.90)  -0.20
O (6.68, -1.57, -7.82)  -0.18
C (7.48, -0.39, -7.97)  -0.15
C (6.46, 0.71, -8.25)  -0.15
O (5.52, 0.06, -9.12)  -0.18
H (8.17, -0.53, -8.80)  0.14
H (8.03, -0.23, -7.04)  0.14
H (6.89, 1.56, -8.78)  0.14
H (5.95, 1.03, -7.35)  0.13
O (6.29, 5.86, -2.44)  -0.22
S (5.13, 6.02, -1.63)  0.59
O (5.24, 6.19, -0.22)  -0.23
O (4.13, 4.81, -1.96)  -0.21
C (2.84, 5.31, -2.36)  -0.15
C (3.16, 6.64, -3.03)  -0.13
O (4.20, 7.19, -2.20)  -0.19
H (2.22, 5.44, -1.47)  0.06
H (2.39, 4.59, -3.03)  0.15
H (2.33, 7.33, -3.03)  0.14
H (3.54, 6.50, -4.04)  0.14
O (-4.91, 2.23, 3.88)  -0.23
S (-5.55, 1.63, 5.00)  0.60
O (-5.94, 0.27, 4.99)  -0.21
O (-6.77, 2.56, 5.43)  -0.18
C (-6.64, 2.97, 6.80)  -0.15
C (-5.14, 3.03, 7.03)  -0.15
O (-4.65, 1.88, 6.31)  -0.20
H (-7.13, 2.23, 7.44)  0.14
H (-7.13, 3.94, 6.92)  0.14
H (-4.86, 2.92, 8.07)  0.14
H (-4.70, 3.93, 6.61)  0.13

ORCA calculation (the ωB97M-V functional and the def2-TZVPD basis) on a cluster of 12 separate species, C34H72N4O27S5 in total.

Summary:
HOMO: -8.9 eV
molar mass: 1129.29 g/mol
SMILES: O=S1(=O)OCCO1.O=S1(=O)OCCO1.O=S1(=O)OCCO1.O=S1(=O)OCCO1.O=S1(=O)OCCO1.CNC(C)=O.CNC(C)=O.CNC(C)=O.CNC(C)=O.C1CCOC1.C1CCOC1.C1CCOC1
E_LUMO: -0.011 eV
strongest force on any atom: 2.6 eV Å⁻¹

Each line ends with the Löwdin charge.
Atoms and positions in Å:
O (-1.00, 3.70, -0.19)  -0.25
S (0.18, 4.50, -0.44)  0.62
O (0.47, 5.59, 0.42)  -0.19
O (1.41, 3.49, -0.63)  -0.20
C (1.32, 2.91, -1.94)  -0.16
C (0.93, 4.09, -2.81)  -0.14
O (0.13, 4.94, -1.97)  -0.19
H (2.30, 2.50, -2.18)  0.13
H (0.55, 2.13, -1.93)  0.12
H (0.33, 3.77, -3.66)  0.13
H (1.77, 4.73, -3.09)  0.14
O (-0.19, -0.81, 4.23)  -0.22
S (0.61, 0.12, 4.96)  0.61
O (1.33, 1.12, 4.25)  -0.21
O (-0.15, 0.69, 6.25)  -0.20
C (0.80, 0.89, 7.30)  -0.15
C (1.71, -0.34, 7.21)  -0.14
O (1.65, -0.73, 5.84)  -0.21
H (1.38, 1.78, 7.05)  0.13
H (0.34, 1.04, 8.27)  0.14
H (1.34, -1.18, 7.80)  0.13
H (2.75, -0.09, 7.44)  0.14
O (-5.47, 3.02, -5.09)  -0.22
S (-4.46, 3.49, -4.21)  0.62
O (-3.92, 4.79, -4.37)  -0.22
O (-4.97, 3.22, -2.72)  -0.20
C (-3.97, 2.70, -1.83)  -0.12
C (-2.96, 2.05, -2.77)  -0.15
O (-3.19, 2.48, -4.12)  -0.20
H (-3.53, 3.51, -1.25)  0.12
H (-4.51, 1.98, -1.22)  0.13
H (-3.07, 0.97, -2.85)  0.10
H (-1.91, 2.24, -2.57)  0.11
O (1.38, 3.63, 2.91)  -0.22
S (0.30, 4.28, 3.56)  0.64
O (0.53, 5.48, 4.29)  -0.21
O (-0.98, 4.50, 2.57)  -0.24
C (-2.22, 4.00, 3.08)  -0.13
C (-1.79, 2.88, 4.02)  -0.16
O (-0.52, 3.28, 4.54)  -0.22
H (-2.68, 4.90, 3.47)  0.14
H (-2.79, 3.56, 2.26)  0.13
H (-1.64, 1.92, 3.54)  0.12
H (-2.47, 2.87, 4.87)  0.13
O (6.73, 3.92, -0.89)  -0.23
S (6.24, 2.96, 0.05)  0.61
O (6.93, 1.72, 0.17)  -0.23
O (6.12, 3.67, 1.51)  -0.20
C (4.86, 3.41, 2.14)  -0.13
C (4.02, 2.58, 1.18)  -0.14
O (4.67, 2.73, -0.11)  -0.22
H (5.14, 2.81, 3.01)  0.14
H (4.39, 4.36, 2.35)  0.13
H (2.97, 2.86, 1.05)  0.09
H (3.97, 1.50, 1.31)  0.13
C (2.80, 2.42, -5.80)  -0.03
N (1.82, 1.32, -5.94)  0.02
C (1.53, 0.52, -4.92)  -0.53
C (0.40, -0.50, -5.09)  0.02
O (2.16, 0.55, -3.86)  0.00
H (2.51, 2.98, -4.91)  0.06
H (2.84, 3.04, -6.68)  0.09
H (3.76, 1.94, -5.62)  0.09
H (1.35, 1.29, -6.83)  0.14
H (-0.51, 0.08, -4.95)  0.09
H (0.54, -1.29, -4.36)  0.07
H (0.40, -0.94, -6.09)  0.08
C (-1.67, -4.73, -1.06)  -0.10
N (-1.05, -6.03, -1.12)  0.02
C (0.18, -6.29, -1.64)  -0.54
C (1.02, -5.10, -2.06)  0.00
O (0.62, -7.43, -1.64)  0.04
H (-1.41, -4.03, -1.86)  0.07
H (-1.55, -4.29, -0.06)  0.08
H (-2.76, -4.79, -1.15)  0.08
H (-1.51, -6.84, -0.75)  0.14
H (1.98, -5.41, -2.46)  0.08
H (1.18, -4.45, -1.20)  0.08
H (0.52, -4.49, -2.81)  0.07
C (3.61, -2.49, 1.25)  -0.05
N (2.80, -2.97, 2.36)  0.01
C (3.22, -3.02, 3.65)  -0.56
C (2.25, -3.68, 4.59)  -0.01
O (4.36, -2.72, 3.97)  0.04
H (3.76, -3.29, 0.53)  0.07
H (4.44, -1.84, 1.51)  0.09
H (2.95, -1.82, 0.67)  0.06
H (1.85, -3.24, 2.17)  0.12
H (1.33, -3.13, 4.79)  0.06
H (2.68, -3.77, 5.59)  0.08
H (1.94, -4.65, 4.19)  0.08
C (4.36, -0.30, -1.31)  -0.05
N (3.93, -1.18, -2.40)  0.02
C (4.11, -2.52, -2.50)  -0.55
C (3.56, -3.09, -3.78)  -0.01
O (4.64, -3.21, -1.65)  0.03
H (4.98, -0.80, -0.57)  0.08
H (3.48, 0.10, -0.81)  0.06
H (4.97, 0.40, -1.86)  0.09
H (3.21, -0.82, -3.01)  0.07
H (2.48, -3.26, -3.72)  0.05
H (3.97, -4.06, -4.06)  0.08
H (3.69, -2.53, -4.71)  0.08
C (-4.90, 0.54, 4.62)  -0.16
C (-5.65, 0.27, 3.32)  -0.15
C (-4.61, -0.49, 2.44)  -0.18
O (-3.45, -0.66, 3.26)  -0.17
C (-3.82, -0.53, 4.62)  -0.21
H (-5.59, 0.34, 5.45)  0.11
H (-4.41, 1.51, 4.68)  0.09
H (-5.95, 1.21, 2.87)  0.10
H (-6.57, -0.30, 3.46)  0.11
H (-4.43, 0.12, 1.56)  0.10
H (-4.96, -1.51, 2.24)  0.12
H (-2.97, -0.28, 5.25)  0.11
H (-4.21, -1.50, 4.98)  0.13
C (-1.06, 0.32, 0.66)  -0.13
C (-1.08, -0.81, -0.38)  -0.13
C (0.41, -1.03, -0.70)  -0.20
O (1.11, 0.04, -0.11)  -0.15
C (0.42, 0.39, 1.09)  -0.17
H (-1.69, 0.10, 1.52)  0.09
H (-1.34, 1.28, 0.21)  0.08
H (-1.64, -0.47, -1.25)  0.08
H (-1.51, -1.70, 0.07)  0.10
H (0.65, -1.01, -1.77)  0.11
H (0.70, -2.04, -0.35)  0.10
H (0.59, 1.42, 1.41)  0.11
H (0.71, -0.26, 1.92)  0.10
C (-4.97, -2.96, -2.82)  -0.15
C (-3.97, -3.52, -3.84)  -0.17
C (-3.14, -2.35, -4.26)  -0.19
O (-3.16, -1.46, -3.15)  -0.17
C (-4.32, -1.63, -2.36)  -0.20
H (-5.15, -3.64, -1.99)  0.10
H (-5.99, -2.83, -3.17)  0.11
H (-4.52, -3.98, -4.67)  0.12
H (-3.47, -4.40, -3.43)  0.10
H (-3.64, -1.86, -5.11)  0.13
H (-2.12, -2.57, -4.59)  0.11
H (-5.05, -0.81, -2.48)  0.11
H (-4.08, -1.66, -1.29)  0.11